1.
{"formula": "C40H36CsN3PS5", "method": "the ωB97M-V functional and the def2-TZVPD basis", "symbols": ["Cs", "S", "C", "C", "C", "C", "C", "C", "S", "C", "C", "C", "C", "C", "C", "C", "S", "C", "C", "C", "C", "C", "C", "S", "N", "H", "H", "H", "H", "H", "H", "H", "H", "H", "H", "H", "H", "H", "H", "H", "C", "C", "C", "C", "C", "C", "P", "C", "C", "C", "C", "C", "C", "C", "C", "C", "C", "C", "C", "H", "H", "H", "H", "H", "H", "H", "H", "H", "H", "H", "H", "H", "H", "H", "S", "C", "N", "C", "C", "N", "H", "H", "H", "H", "H", "H"], "xyz": [[0.598, 0.875, 1.857], [-1.273, 3.403, 2.619], [-2.788, 2.661, 3.163], [-3.498, 3.147, 4.262], [-4.709, 2.602, 4.659], [-5.265, 1.542, 3.958], [-4.591, 1.035, 2.852], [-3.378, 1.580, 2.460], [-2.449, 1.069, 1.058], [-3.240, -0.430, 0.486], [-2.372, -0.999, -0.625], [-2.941, -1.883, -1.542], [-2.150, -2.387, -2.557], [-0.834, -1.962, -2.650], [-0.351, -1.064, -1.710], [1.036, -0.486, -1.839], [2.133, -1.065, -0.498], [3.094, 0.410, -0.168], [3.360, 1.333, -1.172], [4.010, 2.524, -0.897], [4.395, 2.790, 0.412], [4.158, 1.861, 1.406], [3.544, 0.620, 1.161], [3.298, -0.549, 2.452], [-1.101, -0.624, -0.696], [-3.069, 3.978, 4.809], [-5.221, 3.012, 5.522], [-6.208, 1.106, 4.266], [-5.015, 0.203, 2.301], [-4.246, -0.262, 0.088], [-3.329, -1.168, 1.292], [-3.985, -2.158, -1.445], [-2.559, -3.081, -3.281], [-0.193, -2.300, -3.454], [0.951, 0.600, -1.789], [1.445, -0.767, -2.810], [3.043, 1.128, -2.188], [4.193, 3.239, -1.689], [4.875, 3.729, 0.661], [4.458, 2.071, 2.426], [-3.871, -6.022, 2.842], [-3.851, -5.201, 1.728], [-3.001, -4.100, 1.695], [-2.172, -3.810, 2.775], [-2.195, -4.653, 3.886], [-3.039, -5.748, 3.923], [-1.065, -2.364, 2.618], [0.549, -3.131, 2.979], [1.180, -3.733, 1.893], [2.399, -4.370, 2.053], [3.008, -4.398, 3.299], [2.390, -3.795, 4.384], [1.162, -3.171, 4.226], [-1.482, -1.390, 4.116], [-0.613, -0.405, 4.599], [-0.983, 0.440, 5.630], [-2.248, 0.339, 6.192], [-3.124, -0.624, 5.724], [-2.743, -1.485, 4.704], [-4.529, -6.882, 2.871], [-4.487, -5.415, 0.878], [-2.969, -3.468, 0.816], [-1.540, -4.444, 4.724], [-3.047, -6.396, 4.791], [0.735, -3.670, 0.906], [2.892, -4.808, 1.195], [3.977, -4.866, 3.418], [2.870, -3.794, 5.355], [0.690, -2.690, 5.074], [0.360, -0.260, 4.146], [-0.298, 1.211, 5.958], [-2.555, 1.028, 6.968], [-4.122, -0.696, 6.136], [-3.453, -2.224, 4.352], [-1.386, 2.350, -2.586], [-2.622, 3.041, -1.697], [-3.942, 2.745, -1.890], [-4.746, 3.141, -0.738], [-3.810, 4.140, -0.030], [-2.532, 3.943, -0.708], [-4.118, 1.913, -2.424], [-4.975, 2.288, -0.093], [-5.678, 3.614, -1.048], [-3.699, 3.935, 1.032], [-4.158, 5.168, -0.153], [-1.681, 3.984, -0.161]], "homo_energy_ev": -4.00, "charge": -1, "energy_ev": -110552.190, "lumo_energy_ev": 1.885}

2.
{"formula": "C5H5N5O3", "method": "the ωB97M-V functional and the def2-TZVPD basis", "symbols": ["O", "N", "O", "C", "C", "O", "C", "C", "N", "N", "N", "N", "C", "H", "H", "H", "H", "H"], "xyz": [[-0.425, 0.214, -3.251], [0.162, 0.815, -2.383], [0.988, 1.716, -2.446], [0.168, 0.293, -1.066], [1.212, 0.091, -0.324], [2.423, 0.213, -0.787], [1.139, -0.394, 1.081], [-0.249, -0.299, 1.791], [-1.363, -0.215, 0.832], [-2.731, -0.321, 1.039], [-3.263, -0.081, -0.063], [-2.446, 0.076, -1.086], [-1.216, 0.010, -0.541], [3.014, -0.262, -0.267], [1.447, -1.400, 0.919], [1.902, 0.069, 1.666], [-0.477, -1.134, 2.406], [-0.286, 0.610, 2.479]], "homo_energy_ev": -9.72, "energy_ev": -18853.283, "lumo_energy_ev": -0.340}

3.
{"formula": "C20H30N10", "method": "the ωB97M-V functional and the def2-TZVPD basis", "symbols": ["C", "C", "N", "H", "H", "H", "C", "C", "N", "H", "H", "H", "C", "C", "N", "H", "H", "H", "C", "C", "N", "H", "H", "H", "C", "C", "N", "H", "H", "H", "C", "C", "N", "H", "H", "H", "C", "C", "N", "H", "H", "H", "C", "C", "N", "H", "H", "H", "C", "C", "N", "H", "H", "H", "C", "C", "N", "H", "H", "H"], "xyz": [[16.316, 6.638, -10.897], [17.203, 7.843, -10.997], [17.930, 8.745, -11.155], [15.296, 6.885, -11.190], [16.460, 6.141, -9.938], [16.598, 5.897, -11.645], [23.524, 9.170, -5.682], [22.209, 8.632, -5.220], [21.185, 8.227, -4.774], [24.358, 8.649, -5.213], [23.605, 10.228, -5.434], [23.583, 8.895, -6.735], [21.293, 5.705, -10.780], [19.953, 5.272, -10.293], [18.932, 4.946, -9.872], [21.748, 4.809, -11.202], [21.904, 6.121, -9.978], [21.219, 6.439, -11.583], [21.748, 4.689, -5.011], [22.085, 5.134, -6.405], [22.411, 5.491, -7.444], [22.528, 3.980, -4.735], [20.767, 4.230, -4.884], [21.753, 5.495, -4.277], [22.687, 12.664, -8.283], [21.893, 12.300, -7.056], [21.245, 11.996, -6.139], [23.683, 12.864, -7.889], [22.290, 13.513, -8.841], [22.879, 11.868, -9.003], [16.957, 4.846, -7.071], [17.702, 5.654, -6.131], [18.335, 6.285, -5.381], [17.647, 4.286, -7.702], [16.366, 5.573, -7.628], [16.375, 4.093, -6.541], [21.560, 11.206, -11.919], [21.809, 12.442, -12.740], [21.944, 13.378, -13.426], [21.842, 10.229, -12.312], [20.532, 11.228, -11.557], [22.147, 11.322, -11.008], [18.040, 11.582, -8.645], [18.977, 12.513, -9.285], [19.707, 13.267, -9.794], [17.111, 11.519, -9.211], [17.813, 12.007, -7.668], [18.446, 10.571, -8.587], [18.049, 9.379, -4.193], [17.436, 9.323, -5.487], [16.891, 9.256, -6.493], [17.379, 9.874, -3.491], [19.013, 9.873, -4.312], [18.151, 8.326, -3.929], [19.866, 7.832, -7.897], [20.818, 8.816, -8.345], [21.576, 9.622, -8.697], [19.694, 7.988, -6.832], [20.165, 6.800, -8.084], [19.033, 8.056, -8.564]], "homo_energy_ev": [-13.59, -13.58], "multiplicity": 2, "charge": 1, "energy_ev": -36113.551, "lumo_energy_ev": [-2.020, -10.971]}

Largest force on an atom (eV/Å)
0.89; 5.58; 4.47